No. 1
The following is a quantum chemistry calculation of the ion C21H19N2O6S with charge -1 at a distorted geometry, from the Open Molecules 2025 dataset.

Values from the calculation:
SMILES	COc1ccc([C@@H](N=[S@@](=O)([O-])c2ccc(C)cc2)Oc2ccc([N+](=O)[O-])cc2)cc1
E_HOMO	-4.79	eV
charge	-1
HOMO-LUMO gap	0.2419	Ha

Each line ends with the Löwdin charge.
Cartesian coordinates (Å):
C (-5.104, -3.272, 1.449)  -0.073
O (-5.085, -1.827, 1.427)  -0.109
C (-3.903, -1.176, 1.250)  -0.283
C (-3.968, 0.238, 1.345)  -0.008
C (-2.802, 1.015, 1.294)  -0.030
C (-1.568, 0.383, 1.007)  -0.165
C (-0.315, 1.198, 0.712)  -0.348
N (0.870, 0.386, 0.712)  -0.183
S (2.234, 1.037, 0.949)  0.519
O (2.874, 1.744, -0.169)  -0.363
O (2.263, 1.733, 2.204)  -0.357
C (3.349, -0.354, 1.178)  -0.258
C (3.767, -0.796, 2.450)  -0.049
C (4.745, -1.797, 2.557)  -0.056
C (5.318, -2.361, 1.402)  -0.296
C (6.404, -3.397, 1.501)  -0.076
C (4.851, -1.949, 0.141)  -0.054
C (3.870, -0.962, 0.034)  -0.067
O (-0.080, 2.000, -0.490)  -0.020
C (-0.902, 2.184, -1.555)  -0.216
C (-2.112, 2.950, -1.479)  0.022
C (-2.754, 3.375, -2.644)  -0.001
C (-2.192, 3.077, -3.868)  -0.207
N (-2.821, 3.548, -5.064)  -0.333
O (-2.296, 3.276, -6.162)  0.023
O (-3.879, 4.200, -5.049)  0.034
C (-1.019, 2.380, -4.018)  0.003
C (-0.362, 1.936, -2.859)  0.045
C (-1.489, -1.000, 1.002)  -0.027
C (-2.638, -1.796, 1.072)  -0.011
H (-6.166, -3.500, 1.490)  0.083
H (-4.657, -3.709, 0.545)  0.089
H (-4.600, -3.663, 2.343)  0.093
H (-4.934, 0.698, 1.548)  0.108
H (-2.847, 2.086, 1.383)  0.097
H (-0.292, 1.965, 1.604)  0.166
H (3.358, -0.334, 3.348)  0.106
H (5.090, -2.132, 3.549)  0.108
H (6.712, -3.704, 0.499)  0.065
H (7.283, -3.011, 2.028)  0.075
H (6.061, -4.287, 2.041)  0.074
H (5.280, -2.381, -0.773)  0.104
H (3.544, -0.615, -0.944)  0.108
H (-2.445, 3.244, -0.473)  0.109
H (-3.630, 4.004, -2.562)  0.116
H (-0.566, 2.235, -4.988)  0.116
H (0.617, 1.470, -2.920)  0.122
H (-0.511, -1.451, 0.855)  0.107
H (-2.553, -2.886, 1.099)  0.098

***

No. 2
The following is a quantum chemistry calculation of a structure of composition C21H19N2O7S at a distorted geometry, from the Open Molecules 2025 dataset.

Values from the calculation:
E_HOMO	-4.82	eV
charge	-1
HOMO-LUMO gap	0.2377	Ha

Each line ends with the Löwdin charge.
Cartesian coordinates (Å):
O (-0.756, -1.567, 3.672)  -0.019
O (-0.143, -3.112, -3.555)  0.074
O (-1.512, 1.713, 3.006)  0.135
O (2.997, 1.159, -0.283)  -0.335
O (1.631, 3.182, -0.125)  -0.340
O (-0.629, -2.776, 1.867)  -0.033
N (3.261, 3.789, 2.642)  0.132
O (-2.086, -3.193, -2.320)  0.030
C (-0.514, -1.690, 2.464)  -0.696
C (-0.823, -2.795, -2.593)  -0.488
C (-0.321, 1.497, 3.015)  -0.387
C (-0.411, 1.499, -1.441)  0.091
C (-0.199, -0.327, 0.248)  -0.126
C (-0.056, -0.502, 1.665)  -0.023
C (0.258, 0.921, -0.379)  -0.264
C (0.938, 3.737, 3.281)  0.079
C (0.734, 2.436, 2.830)  -0.095
C (-0.275, -1.727, -1.800)  0.015
C (-0.792, -1.372, -0.573)  0.000
C (4.399, 4.472, 2.423)  -0.096
C (2.178, 4.444, 3.082)  -0.281
C (4.470, 5.852, 2.677)  -0.075
C (2.249, 5.804, 3.332)  -0.041
C (3.369, 6.568, 3.131)  -0.069
N (0.473, 0.542, 2.422)  0.045
C (-4.079, -4.449, -2.534)  -0.034
C (-1.862, -5.601, -2.710)  -0.029
C (-2.654, -4.107, -4.547)  -0.045
C (-2.629, -4.326, -3.041)  -0.586
C (1.569, 1.459, 2.049)  -0.192
S (1.756, 1.766, 0.248)  0.783
H (-0.046, 2.378, -1.880)  0.041
H (-1.318, 1.051, -1.897)  0.093
H (0.133, 4.182, 3.814)  0.115
H (0.596, -1.208, -2.207)  0.130
H (-1.654, -1.943, -0.172)  0.135
H (5.267, 3.987, 2.008)  0.105
H (5.376, 6.398, 2.441)  0.093
H (1.414, 6.320, 3.751)  0.104
H (3.418, 7.619, 3.394)  0.107
H (-4.150, -4.563, -1.453)  0.086
H (-4.546, -5.328, -2.998)  0.084
H (-4.643, -3.542, -2.814)  0.091
H (-1.883, -5.807, -1.632)  0.096
H (-2.272, -6.485, -3.198)  0.085
H (-0.806, -5.450, -3.013)  0.091
H (-1.695, -4.433, -4.987)  0.082
H (-2.803, -3.022, -4.768)  0.104
H (-3.461, -4.653, -5.065)  0.084
H (2.533, 1.206, 2.523)  0.146

***

No. 3
The following is a quantum chemistry calculation of an isolated molecule of C21H19N3O at a distorted geometry, from the Open Molecules 2025 dataset.

Values from the calculation:
SMILES	O=C1c2ccccc2-c2ncnc3c(NC4CCCCC4)ccc1c23
E_HOMO	-7.82	eV
ΔE to the lowest compared entry with this formula, charge and spin	53.3	kcal/mol
HOMO-LUMO gap	0.2552	Ha

Each line ends with the Löwdin charge.
Cartesian coordinates (Å):
O (1.260, 4.311, 1.488)  0.081
C (1.788, 3.358, 0.923)  -0.322
C (3.214, 3.203, 0.798)  -0.073
C (4.088, 4.277, 1.094)  0.008
C (5.483, 4.131, 1.171)  -0.054
C (5.954, 2.835, 0.974)  -0.103
C (5.206, 1.801, 0.495)  -0.023
C (3.802, 1.939, 0.443)  -0.057
C (2.849, 0.826, 0.157)  -0.143
N (3.258, -0.336, -0.261)  0.133
C (2.448, -1.378, -0.417)  -0.157
N (1.137, -1.271, -0.246)  0.133
C (0.642, -0.120, 0.149)  -0.173
C (-0.813, -0.003, 0.174)  -0.136
N (-1.752, -1.086, -0.002)  0.052
C (-3.098, -1.060, -0.459)  -0.312
C (-3.155, -1.466, -1.955)  -0.126
C (-3.771, -2.924, -2.129)  -0.185
C (-3.096, -3.792, -1.071)  -0.198
C (-3.628, -3.515, 0.386)  -0.170
C (-3.898, -2.017, 0.458)  -0.156
C (-1.357, 1.173, 0.475)  0.001
C (-0.502, 2.326, 0.670)  0.060
C (0.885, 2.239, 0.726)  -0.090
C (1.462, 0.948, 0.458)  -0.027
H (3.696, 5.266, 1.227)  0.110
H (6.217, 4.876, 1.548)  0.120
H (7.010, 2.732, 1.242)  0.109
H (5.549, 0.740, 0.430)  0.126
H (2.838, -2.266, -0.859)  0.102
H (-1.244, -2.007, 0.014)  0.142
H (-3.560, -0.096, -0.348)  0.126
H (-3.794, -0.832, -2.443)  0.066
H (-2.252, -1.397, -2.551)  0.113
H (-3.535, -3.085, -3.229)  0.121
H (-4.866, -2.919, -2.091)  0.107
H (-2.032, -3.649, -1.155)  0.092
H (-3.401, -4.885, -1.263)  0.123
H (-4.499, -4.064, 0.618)  0.089
H (-2.861, -3.724, 1.158)  0.112
H (-3.500, -1.845, 1.431)  0.101
H (-4.910, -1.835, 0.416)  0.088
H (-2.381, 1.291, 0.573)  0.087
H (-0.881, 3.301, 0.782)  0.103

***

No. 4
The following is a quantum chemistry calculation of a structure of composition C21H19N4O2Pt at a distorted geometry, from the Open Molecules 2025 dataset.

Values from the calculation:
E_HOMO (spin up / spin down)	-17.20 / -17.20	eV
charge	+3
HOMO-LUMO gap (spin up / spin down)	0.1419 / 0.1420	Ha

Each line ends with the Löwdin charge.
Cartesian coordinates (Å):
Pt (-0.057, 0.283, 1.235)  1.304
C (0.972, -1.639, 3.668)  0.017
O (0.875, -1.358, 2.264)  -0.223
C (1.467, -2.231, 1.374)  -0.137
C (2.258, -3.312, 1.720)  0.060
C (2.824, -4.105, 0.722)  0.078
C (2.626, -3.807, -0.631)  0.016
C (1.820, -2.753, -0.997)  0.071
C (1.212, -1.949, -0.009)  -0.137
N (0.393, -0.913, -0.302)  -0.049
N (0.093, -0.606, -1.525)  0.124
C (-0.440, 0.457, -2.062)  -0.050
C (-0.877, 1.615, -1.254)  -0.212
O (-0.845, 1.619, 0.039)  -0.122
C (-1.341, 2.749, -1.949)  0.057
C (-1.438, 2.811, -3.327)  0.102
C (-1.076, 1.709, -4.123)  -0.129
C (-1.212, 1.743, -5.529)  0.081
C (-0.912, 0.628, -6.291)  0.052
C (-0.440, -0.539, -5.667)  0.024
C (-0.284, -0.595, -4.291)  0.068
C (-0.592, 0.518, -3.485)  -0.064
H (0.555, -2.625, 3.892)  0.128
H (0.394, -0.877, 4.189)  0.100
H (2.013, -1.596, 4.000)  0.127
H (2.463, -3.552, 2.752)  0.138
H (3.425, -4.958, 0.997)  0.151
H (3.108, -4.404, -1.393)  0.142
H (1.647, -2.509, -2.034)  0.125
H (-1.615, 3.610, -1.354)  0.146
H (-1.798, 3.711, -3.801)  0.155
H (-1.563, 2.650, -6.001)  0.146
H (-1.039, 0.654, -7.365)  0.144
H (-0.182, -1.399, -6.269)  0.136
H (0.056, -1.503, -3.815)  0.122
C (-2.587, 0.821, 3.603)  0.015
C (-1.332, 1.577, 3.710)  -0.351
N (-0.272, 1.442, 2.899)  -0.122
C (0.691, 2.305, 3.334)  -0.101
C (0.206, 2.976, 4.432)  -0.023
N (-1.051, 2.508, 4.639)  0.153
H (-2.565, 0.156, 2.737)  0.072
H (-3.441, 1.494, 3.502)  0.108
H (-2.777, 0.231, 4.502)  0.106
H (1.642, 2.415, 2.843)  0.118
H (0.670, 3.730, 5.041)  0.140
H (-1.674, 2.817, 5.378)  0.197

***

No. 5
The following is a quantum chemistry calculation of a structure of composition C21H19N5O2S at a distorted geometry, from the Open Molecules 2025 dataset.

Values from the calculation:
E_HOMO	-7.72	eV
ΔE to the lowest compared entry with this formula, charge and spin	483.1	kcal/mol
HOMO-LUMO gap	0.2626	Ha

Each line ends with the Löwdin charge.
Cartesian coordinates (Å):
C (-0.254, 1.677, 1.305)  -0.028
C (0.113, 1.358, -0.081)  -0.093
C (1.004, 0.384, -0.703)  -0.120
N (1.670, -0.581, -0.312)  0.107
C (1.917, -0.931, 0.860)  -0.614
O (1.923, -0.068, 1.892)  -0.046
C (2.852, -1.952, 0.991)  -0.277
H (2.665, -2.888, -0.008)  0.188
H (3.980, -2.003, 0.876)  0.108
S (2.482, -3.073, 2.500)  1.106
C (0.986, -2.954, 2.320)  -0.717
N (0.327, -2.467, 1.147)  0.082
C (-1.267, -2.338, 1.258)  -0.124
N (-1.814, -2.621, 2.216)  0.074
C (-1.466, -3.264, 3.236)  -0.207
C (-2.267, -3.430, 4.380)  0.016
C (-1.912, -4.095, 5.580)  0.048
C (-0.421, -4.262, 5.673)  -0.030
C (0.555, -4.126, 4.674)  -0.022
C (0.071, -3.302, 3.518)  -0.014
H (1.507, -4.170, 4.665)  -0.004
H (0.113, -4.650, 6.531)  0.091
H (-2.319, -4.439, 6.284)  -0.023
H (-3.231, -3.255, 4.261)  0.059
H (-1.367, -2.065, 0.178)  0.128
H (2.013, -1.177, -1.077)  0.183
C (0.717, 0.778, -2.182)  -0.096
O (1.614, 0.022, -3.123)  -0.187
N (0.056, 1.963, -2.396)  0.038
C (-0.034, 2.641, -3.494)  -0.210
C (-0.030, 1.895, -4.852)  0.110
C (-0.243, 2.660, -6.056)  0.009
C (-0.111, 4.094, -5.866)  -0.062
C (-0.179, 4.768, -4.668)  -0.084
C (-0.036, 4.032, -3.512)  -0.036
H (0.346, 4.428, -2.535)  0.140
H (-0.068, 5.671, -4.691)  0.010
H (-0.103, 4.885, -6.642)  0.109
H (-0.199, 2.244, -6.931)  0.035
H (0.028, 1.000, -4.908)  -0.018
N (-0.379, 2.399, -0.997)  -0.071
C (-1.554, 3.090, -1.061)  -0.099
H (-1.958, 3.494, -2.041)  0.103
H (-1.884, 3.612, -0.226)  0.054
H (-2.412, 2.052, -1.095)  0.167
H (-0.355, 2.613, 1.597)  0.023
H (-1.369, 1.248, 1.495)  0.145
H (0.290, 1.106, 2.018)  0.048

***

No. 6
The following is a quantum chemistry calculation of a cluster of 2 separate species, C21H19N6O10 in total at a distorted geometry, from the Open Molecules 2025 dataset.

Values from the calculation:
E_HOMO	-4.07	eV
ΔE to the lowest compared entry with this formula, charge and spin	3.9	kcal/mol
charge	-1
HOMO-LUMO gap	0.1708	Ha

Each line ends with the Löwdin charge.
Cartesian coordinates (Å):
C (3.759, 4.162, -2.741)  -0.096
N (2.503, 3.885, -3.414)  -0.258
C (2.636, 3.746, -4.854)  -0.098
C (1.491, 3.173, -2.747)  -0.280
C (0.364, 3.853, -2.220)  -0.012
C (-0.683, 3.147, -1.644)  -0.031
C (-0.621, 1.756, -1.565)  -0.180
C (-1.690, 0.940, -0.835)  -0.116
C (-1.515, 0.900, 0.622)  -0.122
C (-0.389, 0.265, 1.239)  -0.458
O (0.672, -0.031, 0.696)  0.055
O (-0.556, -0.007, 2.590)  0.010
C (-1.405, 0.919, 3.331)  -0.537
C (-2.835, 0.423, 3.482)  0.002
C (-0.710, 1.023, 4.688)  0.006
O (-1.389, 2.190, 2.667)  0.042
C (-1.852, 2.127, 1.347)  -0.459
O (-2.399, 3.105, 0.878)  0.050
C (0.488, 1.092, -2.076)  -0.044
C (1.554, 1.773, -2.627)  -0.008
H (3.568, 4.373, -1.683)  0.089
H (4.469, 3.320, -2.818)  0.076
H (4.215, 5.042, -3.213)  0.071
H (1.641, 3.684, -5.311)  0.088
H (3.156, 4.633, -5.236)  0.072
H (3.213, 2.849, -5.135)  0.075
H (0.338, 4.940, -2.280)  0.103
H (-1.541, 3.662, -1.213)  0.102
H (-2.674, 1.397, -0.999)  0.122
H (-1.634, -0.088, -1.213)  0.093
H (-3.306, 0.274, 2.502)  0.087
H (-2.845, -0.512, 4.053)  0.084
H (-3.413, 1.171, 4.042)  0.095
H (0.333, 1.311, 4.529)  0.094
H (-1.202, 1.756, 5.331)  0.087
H (-0.737, 0.038, 5.168)  0.084
H (0.539, 0.013, -2.028)  0.063
H (2.424, 1.212, -2.969)  0.113
O (-0.905, -7.898, 0.026)  0.080
N (-0.681, -6.742, -0.278)  -0.152
C (-0.773, -5.500, 0.320)  -0.046
C (-0.378, -4.537, -0.619)  -0.142
N (-0.024, -5.118, -1.802)  0.159
O (-0.202, -6.451, -1.586)  0.034
C (-0.060, -3.191, -0.226)  -0.033
N (0.485, -2.326, -1.291)  -0.300
O (-0.384, -1.804, -2.031)  0.063
O (1.699, -2.174, -1.400)  0.122
C (-0.203, -2.824, 1.112)  0.139
C (-0.547, -3.831, 2.026)  -0.073
N (-0.245, -3.862, 3.397)  -0.161
O (0.103, -3.001, 4.184)  0.092
O (-0.356, -5.191, 3.813)  0.036
N (-0.748, -6.011, 2.784)  0.142
C (-0.856, -5.173, 1.701)  -0.123
H (0.112, -1.886, 1.529)  0.103

***

Number 1: E_tot -1770.68009 hartree. Number 2: E_tot -1845.95762 hartree. Number 3: E_tot -1051.10186 hartree. Number 4: E_tot -1299.37953 hartree. Number 5: E_tot -1633.40982 hartree. Number 6: E_tot -1892.21563 hartree.